Version a
An isolated ion of composition C5H10N3OS and charge +1, computed with the ωB97M-V functional and the def2-TZVPD basis.

Element x y z (Å)
C1 -1.444 -1.964 0.670
N1 -0.977 -0.859 -0.034
C2 -1.607 -0.583 -1.252
C3 0.093 -0.246 0.402
N2 0.721 0.926 0.364
C4 -0.026 2.166 0.341
N3 2.030 0.966 0.213
C5 2.744 -0.275 -0.100
O1 2.107 -1.358 -0.052
S1 4.372 -0.010 -0.286
H1 -0.942 -2.033 1.647
H2 -2.550 -1.769 0.999
H3 -1.194 -2.843 0.124
H4 -1.772 -1.409 -1.946
H5 -2.454 0.016 -0.977
H6 -0.913 0.065 -1.884
H7 -1.133 1.884 0.099
H8 0.420 2.946 -0.368
H9 -0.093 2.563 1.385
H10 2.619 1.816 0.655

Properties
- Molar mass: 160.22 g/mol
- SMILES string: C[N+](C)=C=[N+](C)NC([O-])=S
- HOMO energy (alpha / beta): -11.98 / -13.42 eV
- Charge: +1

Results of the Löwdin charge analysis, in e, for atoms 1 through 4:
1. C -0.0279
2. N -0.2017
3. C -0.0239
4. C 0.0691

Version b
An isolated ion of composition C5H10N3OS and charge +1, computed with the ωB97M-V functional and the def2-TZVPD basis.

Element x y z (Å)
C1 -0.377 0.017 -0.767
C2 -2.792 0.096 0.060
C3 0.673 -0.300 0.177
C4 1.856 -1.149 -0.197
C5 0.471 -0.046 1.713
N1 0.713 0.929 -0.556
N2 -1.642 0.608 -0.009
N3 -0.718 -0.544 -1.912
O1 0.352 1.998 0.238
S1 -4.289 -0.321 0.146
H1 1.684 -2.249 -0.015
H2 2.653 -0.910 0.453
H3 2.111 -0.951 -1.209
H4 1.068 -0.760 2.331
H5 -0.664 0.025 2.026
H6 1.015 0.923 1.943
H7 -1.300 1.390 0.677
H8 -1.171 -1.496 -2.137
H9 -0.352 -0.120 -2.763
H10 0.709 2.859 -0.198

Properties
- Molar mass: 160.22 g/mol
- HOMO energy: -13.61 eV
- Charge: +1

Results of the Löwdin charge analysis, in e, for atoms 1 through 4:
1. C -0.4523
2. C -0.6165
3. C -0.4171
4. C 0.0068

The most stable of them is version b.

Version a
One molecule with the formula C6H7I, computed with the ωB97M-V functional and the def2-TZVPD basis.

Element x y z (Å)
C1 -2.275 -1.998 0.714
C2 -2.141 -0.821 0.179
I1 -3.749 0.446 -0.469
C3 -0.892 -0.269 -0.217
C4 -0.021 0.565 -0.443
C5 1.199 1.304 -0.728
C6 2.355 0.550 -0.030
H1 -3.236 -2.285 1.079
H2 -1.322 -2.427 1.175
H3 1.278 1.646 -1.727
H4 1.136 2.319 -0.162
H5 1.929 0.358 0.907
H6 3.276 1.008 0.202
H7 2.461 -0.396 -0.481

Properties
- Molar mass: 206.03 g/mol
- SMILES string: C=C(I)C#CCC
- HOMO energy: -9.05 eV
- Charge: 0

Results of the Löwdin charge analysis, in e, for atoms 1 through 4:
1. C -0.0615
2. C -0.8024
3. I 0.7969
4. C -0.1371

Version b
One molecule with the formula C6H7I, computed with the ωB97M-V functional and the def2-TZVPD basis.

Element x y z (Å)
C1 1.052 0.208 0.702
C2 2.055 -0.686 0.665
C3 -0.782 -0.197 -0.736
C4 -2.016 -0.054 -0.254
C5 0.342 0.738 -0.436
C6 2.415 -1.159 -0.655
I1 3.746 -2.826 -0.853
H1 0.639 0.381 1.679
H2 2.509 -1.087 1.665
H3 -2.807 -0.847 -0.320
H4 -2.190 0.747 0.412
H5 0.009 1.638 -0.176
H6 1.162 0.734 -1.300
H7 -0.526 -1.154 -1.170

Properties
- Molar mass: 206.03 g/mol
- HOMO energy: -8.16 eV
- Charge: 0

Results of the Löwdin charge analysis, in e, for atoms 1 through 4:
1. C -0.1075
2. C -0.3055
3. C -0.1726
4. C 0.0134

The most stable of them is version a.

Version a
A 2-piece molecular cluster, C2HN3OS overall, computed with the ωB97M-V functional and the def2-TZVPD basis.

Element x y z (Å)
C1 1.708 -0.012 -0.496
C2 -1.903 0.322 -0.208
N1 1.562 0.195 0.689
N2 1.393 -0.094 1.807
N3 -1.263 -0.404 0.508
O1 -2.532 1.054 -0.830
S1 2.281 0.337 -1.942
H1 -1.248 -1.398 0.473

Properties
- Molar mass: 115.12 g/mol
- HOMO energy (alpha / beta): -8.44 / -8.50 eV
- Charge: 0

Results of the Löwdin charge analysis, in e, for atoms 1 through 4:
1. C -0.7192
2. C -0.4050
3. N -0.1952
4. N 0.1839

Version b
A 2-piece molecular cluster, C2HN3OS overall, computed with the ωB97M-V functional and the def2-TZVPD basis.

Element x y z (Å)
C1 -0.780 -1.588 2.087
C2 -0.229 -1.059 -1.371
N1 0.239 -1.620 2.780
N2 1.222 -1.416 3.368
N3 -1.192 -1.224 -2.100
O1 0.588 -0.793 -0.617
S1 -2.135 -1.697 1.287
H1 -1.998 -1.768 -2.297

Properties
- Molar mass: 115.12 g/mol
- HOMO energy (alpha / beta): -8.37 / -8.34 eV
- Charge: 0

Results of the Löwdin charge analysis, in e, for atoms 1 through 4:
1. C -0.6803
2. C -0.4624
3. N -0.1703
4. N 0.1813

The most stable of them is version b.

Version a
A 5-piece molecular cluster, C20H33N6O overall, computed with the ωB97M-V functional and the def2-TZVPD basis.

Element x y z (Å)
C1 3.075 -3.289 1.733
O1 3.906 -2.112 1.927
C2 3.836 -1.219 0.790
C3 2.475 -0.343 0.795
C4 2.661 0.969 1.743
C5 1.927 2.237 1.097
C6 0.391 2.429 1.514
C7 -0.407 1.083 1.860
C8 -0.898 0.260 0.538
C9 -2.408 -0.242 0.835
C10 -2.838 -0.825 2.233
C11 -4.368 -1.206 2.327
N1 -5.303 -1.071 1.285
N2 -4.849 -0.612 0.131
C12 -3.543 -0.177 -0.253
H1 3.699 -4.234 1.852
H2 2.280 -3.286 2.558
H3 2.556 -3.255 0.716
H4 4.754 -0.531 0.843
H5 3.951 -1.803 -0.203
H6 2.271 -0.068 -0.293
H7 1.655 -0.967 1.290
H8 3.793 1.156 1.789
H9 2.308 0.740 2.812
H10 2.490 3.170 1.485
H11 2.013 2.298 -0.050
H12 -0.153 2.951 0.650
H13 0.262 3.124 2.428
H14 -1.354 1.415 2.439
H15 0.144 0.381 2.590
H16 -0.933 0.974 -0.355
H17 -0.204 -0.620 0.289
H18 -2.103 -0.952 3.087
H19 -4.712 -1.600 3.351
H20 -5.556 -0.553 -0.632
H21 -3.352 0.198 -1.323
C13 -6.529 -4.532 4.581
C14 -5.032 -4.446 4.572
N3 -3.846 -4.389 4.570
H22 -6.915 -4.382 3.572
H23 -6.842 -5.514 4.940
H24 -6.941 -3.765 5.239
C15 0.084 0.062 -3.355
C16 0.864 -1.081 -2.779
N4 1.481 -1.979 -2.325
H25 -0.217 0.745 -2.559
H26 0.698 0.605 -4.076
H27 -0.808 -0.313 -3.859
C17 -0.524 1.996 -7.466
C18 0.662 2.012 -6.549
N5 1.596 2.024 -5.829
H28 -1.116 2.901 -7.322
H29 -0.189 1.949 -8.503
H30 -1.146 1.125 -7.253
C19 4.691 3.484 -1.986
C20 4.254 4.288 -0.798
N6 3.912 4.937 0.143
H31 3.989 3.625 -2.809
H32 5.684 3.805 -2.305
H33 4.726 2.426 -1.724

Properties
- Molar mass: 373.52 g/mol
- HOMO energy: -11.22 eV
- Charge: +1

Results of the Löwdin charge analysis, in e, for atoms 1 through 4:
1. C -0.1144
2. O -0.2316
3. C -0.2283
4. C -0.1713

Version b
An isolated ion of composition C20H33N6O and charge +1, computed with the ωB97M-V functional and the def2-TZVPD basis.

Element x y z (Å)
C1 -3.329 -3.210 -0.541
C2 -1.869 -3.198 -0.985
C3 -1.288 -4.608 -0.901
C4 -1.007 -2.256 -0.127
C5 -1.433 -0.789 -0.236
C6 -2.548 -0.492 0.703
N1 -2.620 -0.909 1.948
N2 -3.740 -0.414 2.448
N3 -4.353 0.285 1.596
N4 -3.644 0.278 0.466
C7 -4.005 1.082 -0.674
C8 -3.353 2.425 -0.579
C9 -3.870 3.680 -0.558
C10 -2.770 4.567 -0.420
C11 -1.663 3.791 -0.355
O1 -1.992 2.476 -0.451
N5 -0.312 0.169 0.080
C12 0.736 0.243 -0.961
C13 1.704 1.399 -0.622
N6 2.246 1.338 0.704
C14 3.553 0.744 0.917
C15 3.813 -0.656 0.327
C16 5.332 -0.693 0.199
C17 5.655 0.687 -0.372
C18 4.686 1.633 0.347
C19 1.227 1.152 1.697
C20 0.325 -0.057 1.400
H1 -3.870 -3.984 -1.077
H2 -3.403 -3.420 0.523
H3 -3.824 -2.263 -0.747
H4 -1.818 -2.864 -2.029
H5 -1.854 -5.285 -1.532
H6 -1.334 -4.975 0.121
H7 -0.251 -4.625 -1.230
H8 -1.071 -2.571 0.916
H9 0.025 -2.363 -0.462
H10 -1.743 -0.568 -1.265
H11 -5.088 1.213 -0.659
H12 -3.716 0.555 -1.591
H13 -4.903 3.948 -0.633
H14 -2.811 5.634 -0.371
H15 -0.623 4.028 -0.245
H16 -0.748 1.109 0.109
H17 1.266 -0.708 -0.992
H18 0.271 0.425 -1.931
H19 2.516 1.401 -1.348
H20 1.153 2.343 -0.734
H21 3.678 0.681 2.000
H22 3.424 -1.455 0.957
H23 3.382 -0.744 -0.671
H24 5.679 -1.503 -0.441
H25 5.787 -0.810 1.182
H26 5.469 0.691 -1.447
H27 6.694 0.965 -0.212
H28 5.186 2.156 1.159
H29 4.284 2.390 -0.324
H30 1.684 1.028 2.678
H31 0.601 2.055 1.735
H32 0.920 -0.969 1.350
H33 -0.446 -0.179 2.162

Properties
- Molar mass: 373.52 g/mol
- SMILES string: CC(C)C[C@@H](c1nnnn1Cc1ccco1)[NH+]1CCN(C2CCCC2)CC1
- HOMO energy: -11.58 eV
- Charge: +1

Results of the Löwdin charge analysis, in e, for atoms 1 through 4:
1. C -0.0577
2. C -0.4150
3. C -0.0655
4. C -0.1224

The most stable of them is version b.